1.
Molecular formula: C21H21ClN4O2S3
Method: DFT, ωB97M-V/def2-TZVPD

Structure (ORCA input):
```
! wB97M-V def2-TZVPD RIJCOSX def2/J DEFGRID3
* xyz 0 1
H -1.022 2.776 -1.050
C 6.339 -1.596 1.080
O 0.270 1.219 -2.278
C 5.484 0.973 0.575
S -3.250 3.234 0.390
H -5.449 2.802 1.379
C -2.800 1.913 -0.679
C 1.663 0.794 1.239
C 1.652 -1.430 0.317
C -5.836 0.260 0.043
C 6.724 0.753 1.137
N -1.595 1.983 -1.322
Cl -9.446 -1.525 1.010
N 0.852 -0.324 0.793
C 5.091 -1.384 0.524
N -3.678 0.979 -0.772
C 2.579 1.259 0.095
C -0.896 1.023 -2.014
C 2.569 -0.920 -0.810
H 0.992 1.592 1.558
O -1.054 0.820 1.116
H -1.112 -2.260 0.677
H -2.353 -1.065 0.224
H 5.189 1.987 0.354
C -5.891 -0.936 -0.618
H 2.274 0.470 2.090
C 4.628 -0.090 0.263
H -2.704 -0.151 -2.191
C -1.297 -1.329 0.143
C -7.915 -0.997 0.468
N 3.409 0.162 -0.353
C -1.644 -0.215 -2.425
S -0.940 -1.685 -1.610
H 1.942 -0.527 -1.617
H 8.134 -0.704 1.841
C -4.717 2.401 0.708
H 3.183 2.095 0.439
C -0.480 -0.185 0.719
H 2.262 -1.791 1.154
H 7.359 1.597 1.365
H -1.478 -0.395 -3.487
C -4.770 1.224 0.014
C 7.163 -0.534 1.401
H 4.481 -2.246 0.301
H 1.967 1.585 -0.751
S -7.269 0.525 0.992
H 3.174 -1.730 -1.214
C -7.076 -1.655 -0.378
H 1.029 -2.244 -0.047
H -5.100 -1.282 -1.258
H -7.300 -2.613 -0.808
H 6.663 -2.609 1.272
*
```

Calculated values
ΔE to the lowest compared entry with this formula, charge and spin: 0.107 eV
SMILES: O=C(CSCC(=O)N1CCN(c2ccccc2)CC1)Nc1nc(-c2ccc(Cl)s2)cs1
E_LUMO: 0.0074 hartree

2.
Molecular formula: C21H21FeN2O4
Method: DFT, ωB97M-V/def2-TZVPD

Structure (ORCA input):
```
! wB97M-V def2-TZVPD RIJCOSX def2/J DEFGRID3
* xyz -1 5
C 0.535 -2.587 -6.318
C 0.726 0.363 -2.229
H 0.414 4.608 1.342
O 1.881 0.591 4.131
H 0.492 -1.656 -6.913
H 2.440 2.595 -2.541
N 0.975 1.438 -1.358
O -1.377 0.023 6.355
C 0.070 -1.525 -4.195
C 1.761 2.579 -1.704
C 0.222 -2.340 2.093
C -0.455 -0.391 -2.104
C -1.109 1.758 3.780
H 2.514 0.663 -3.361
H -2.570 -2.348 3.992
H 1.879 -0.911 -5.171
H 1.212 -2.741 2.344
H 0.816 3.137 2.239
C 1.582 0.138 -3.304
H -1.733 -1.909 -2.989
H -0.143 -2.358 4.236
C -0.799 -1.329 -3.080
C 0.323 -1.177 1.088
O -0.292 -2.487 -5.098
O -1.255 2.848 4.166
Fe -0.859 -0.027 3.461
C 0.837 0.192 3.810
C -0.504 0.021 1.436
H -0.847 3.361 1.564
H 0.087 -3.405 -6.888
H 1.587 -2.835 -6.082
C -1.965 -1.780 3.272
N 0.678 2.937 0.183
H -2.403 0.856 1.193
C 1.552 3.518 -0.766
H 1.386 -0.909 0.965
C -2.603 -0.971 2.354
C 0.231 3.538 1.408
H -1.130 -0.232 -1.246
C -1.881 -0.008 1.613
C -1.202 -0.165 5.228
C 1.251 -0.770 -4.303
C 0.327 1.714 -0.198
C -0.528 -1.921 3.313
H 1.963 4.498 -0.609
H -3.690 -0.867 2.384
H -0.028 -1.508 0.100
H -0.271 -3.193 1.615
H -0.094 0.970 0.790
*
```

Calculated values
⟨S²⟩: 6.126
E_LUMO (alpha / beta): 0.0967 / 0.0964 hartree

3.
Molecular formula: C21H21IrN4O5P
Method: DFT, ωB97M-V/def2-TZVPD

Structure (ORCA input):
```
! wB97M-V def2-TZVPD RIJCOSX def2/J DEFGRID3
* xyz 2 2
N 1.429 -0.148 -1.511
H 1.036 -2.743 -4.306
N -0.738 -1.411 -1.781
H -2.790 -1.426 -1.552
H -3.020 3.952 1.199
O -1.817 0.860 -1.268
C 0.418 -2.786 1.765
C -1.968 -1.792 -2.149
C -1.519 3.480 2.704
O -1.918 4.486 3.458
C 4.776 1.341 -2.036
C -1.101 -3.001 -4.025
H -3.192 -2.878 -3.508
H 5.532 3.129 -1.126
C -0.145 1.616 2.169
H 3.475 3.570 0.169
C 2.560 0.713 -1.385
H 5.672 1.163 -2.613
O -3.325 2.508 -1.171
O 1.085 -0.162 1.208
C -0.452 2.627 3.043
H -2.218 -3.762 1.402
C 4.693 2.450 -1.199
H -2.241 -1.988 3.211
N 1.493 -1.030 -2.391
C -2.216 3.290 1.493
H -1.106 -0.648 3.359
P -0.981 -1.792 1.213
C 2.470 1.828 -0.554
H -1.247 -3.631 -4.892
C -1.808 -1.137 2.682
H 3.770 -0.387 -2.796
N -0.838 1.438 1.048
H 1.570 2.035 0.001
H -1.774 -3.549 -0.292
Ir -0.387 -0.043 -0.225
H 1.179 -2.197 2.269
C 3.713 0.469 -2.143
C -2.181 -2.592 -3.257
H 0.002 -3.526 2.454
C 3.540 2.699 -0.467
H 0.136 2.754 3.944
H 0.865 -3.310 0.920
O 1.683 0.523 3.246
H -2.607 -0.449 2.411
C -2.429 1.913 -0.667
C -2.140 -3.033 0.592
C -1.837 2.257 0.682
C 0.165 -2.535 -3.702
H -1.398 4.580 4.270
H -3.134 -2.625 0.411
C 0.972 0.616 2.291
C 0.292 -1.717 -2.596
*
```

Calculated values
ΔE to the lowest compared entry with this formula, charge and spin: 0.000 eV
⟨S²⟩: 0.757
E_LUMO (alpha / beta): -0.2862 / -0.3234 hartree

4.
Molecular formula: C21H21N3O2PbTe2
Method: DFT, ωB97M-V/def2-TZVPD

Structure (ORCA input):
```
! wB97M-V def2-TZVPD RIJCOSX def2/J DEFGRID3
* xyz 0 1
C -4.536 -2.057 1.451
C -1.155 3.934 -2.464
C -1.399 4.728 -3.563
H -1.513 4.208 -1.483
H 2.203 -2.795 -2.850
N -0.073 2.668 -0.286
H 1.825 3.766 4.002
O 0.165 0.719 -1.487
H 0.625 3.748 1.839
H -1.349 -3.128 1.284
H 1.488 -3.744 -1.532
C 0.025 2.349 -3.865
H 1.021 -2.052 -1.772
H -6.263 -3.264 1.116
H 5.479 -3.976 -0.516
C -3.150 -1.986 1.478
C -4.453 -4.381 0.845
C 4.556 -3.931 -1.077
H 4.784 -3.926 -2.135
C 2.516 1.998 4.996
Te -2.224 -0.101 1.892
C 1.966 -0.020 3.848
C -0.926 4.346 -4.813
Pb 0.411 -0.329 0.792
C 0.710 2.669 1.827
H 3.966 -4.811 -0.853
Te 3.447 -2.149 -0.531
H 3.079 0.027 5.673
C 1.872 2.688 3.996
H 1.976 -1.098 3.757
N 0.347 2.003 0.775
C 1.837 -2.762 -1.831
H -1.112 4.968 -5.676
H 2.971 2.519 5.825
H -4.954 -5.300 0.573
C -0.117 1.952 -1.408
H 0.127 2.848 -5.930
H -5.117 -1.180 1.695
H -1.957 5.643 -3.457
H -2.478 -5.202 0.686
C -5.182 -3.239 1.137
H 0.769 0.752 -3.184
C 1.301 1.981 2.925
C 2.572 0.607 4.918
C -0.230 3.168 -4.965
O 0.735 1.221 -4.044
C -3.071 -4.323 0.898
C -0.433 2.749 -2.599
N 1.348 0.635 2.874
C -2.430 -3.141 1.222
*
```

Calculated values
ΔE to the lowest compared entry with this formula, charge and spin: 0.342 eV
E_LUMO: -0.0385 hartree

5.
Molecular formula: C21H21N3O3S
Method: DFT, ωB97M-V/def2-TZVPD

Structure (ORCA input):
```
! wB97M-V def2-TZVPD RIJCOSX def2/J DEFGRID3
* xyz 0 1
H 6.776 -4.414 0.301
C -5.804 -1.684 -1.318
C 5.324 -1.526 -0.662
C 2.314 1.817 -0.205
H -0.099 0.562 1.811
C -8.266 -1.694 -0.813
H 7.831 -0.643 1.414
H -8.933 -0.847 -0.671
H 2.055 3.447 -1.551
C 1.700 0.997 0.738
C -4.500 -1.343 -1.001
N -2.633 1.464 0.061
C -5.277 -0.257 1.000
O 4.097 1.888 -1.778
O -2.415 -0.155 1.987
C 3.725 1.625 -0.650
H 4.213 0.951 1.224
C 0.257 3.040 -0.451
H -8.599 -2.493 -0.152
H -7.388 -0.314 1.331
C 1.576 2.832 -0.804
C 7.155 -1.255 0.829
H -3.669 -1.627 -1.627
H 4.532 -1.116 -1.274
S -2.585 -0.147 0.563
C -1.812 2.393 0.828
H 6.608 1.314 0.732
H 4.911 -3.579 -1.142
C -0.351 2.234 0.504
H -2.420 1.500 -0.927
C -6.855 -1.316 -0.485
H -2.005 2.157 1.876
C -4.250 -0.632 0.156
C 6.570 -3.356 0.208
C 6.151 -0.674 0.063
H 6.144 1.194 -0.987
H -8.350 -2.042 -1.839
H -5.039 0.288 1.899
C 0.380 1.206 1.090
N 7.362 -2.558 0.900
C 5.941 0.816 0.021
N 4.568 1.165 0.306
H -0.308 3.834 -0.920
O -1.660 -0.892 -0.246
C 5.534 -2.892 -0.591
H 2.234 0.168 1.181
C -6.577 -0.600 0.678
H -2.159 3.407 0.610
H -6.007 -2.243 -2.219
*
```

Calculated values
ΔE to the lowest compared entry with this formula, charge and spin: 2.087 eV
SMILES: Cc1ccc(S(=O)(=O)NCc2ccc(C(=O)NCc3cccnc3)cc2)cc1
E_LUMO: 0.0215 hartree

6.
Molecular formula: C21H21N3O6
Method: DFT, ωB97M-V/def2-TZVPD

Structure (ORCA input):
```
! wB97M-V def2-TZVPD RIJCOSX def2/J DEFGRID3
* xyz 0 1
O -0.814 -2.704 -2.802
C 3.437 -2.057 -5.166
H 2.445 4.656 2.744
H -3.305 0.511 2.415
C 3.519 3.130 1.813
C 1.098 -2.345 -4.693
H -0.913 -1.317 1.705
H -5.915 1.486 -0.825
C -5.596 0.795 -0.055
C 2.610 1.897 1.804
H 1.574 2.546 3.546
H 1.908 -2.174 -6.667
C 1.014 -0.336 1.870
H 4.239 -1.943 -5.883
H -6.357 -2.251 1.202
C -4.794 -0.957 1.913
O -3.473 -1.529 3.705
C 0.117 -1.572 1.977
H 4.229 3.057 2.645
C -6.249 -0.421 0.098
N -4.379 -1.881 2.978
C 3.720 -2.073 -3.807
H 0.491 -2.324 1.276
H 0.189 -1.959 2.998
H 2.078 -0.971 0.108
C 0.853 0.645 2.837
C 1.661 1.756 2.802
H 4.119 3.086 0.892
O 0.696 4.312 0.886
O -4.966 -2.940 3.069
H 3.501 1.042 0.060
C -5.847 -1.306 1.086
H -4.025 2.073 0.653
C 2.695 -2.225 -2.886
C 1.943 -0.204 0.865
H 2.114 4.538 -1.082
C 2.752 0.926 0.844
C -4.129 0.248 1.768
C 2.127 -2.189 -5.608
O 0.600 -2.545 -1.190
H -7.075 -0.678 -0.552
H 4.740 -1.969 -3.464
C 1.876 4.574 0.816
N 2.823 4.419 1.837
H 0.105 0.552 3.621
C 1.396 -2.365 -3.342
N 0.309 -2.552 -2.370
H 2.919 -2.237 -1.829
C -4.534 1.127 0.776
O 2.394 5.098 -0.347
H 0.080 -2.451 -5.040
*
```

Calculated values
ΔE to the lowest compared entry with this formula, charge and spin: 6.061 eV
SMILES: O=[N+]([O-])c1ccccc1.O=[N+]([O-])c1ccccc1.Cc1ccc(CNC(=O)O)cc1
E_LUMO: -0.0236 hartree

7.
Molecular formula: C21H21N5O2Pt
Method: DFT, ωB97M-V/def2-TZVPD

Structure (ORCA input):
```
! wB97M-V def2-TZVPD RIJCOSX def2/J DEFGRID3
* xyz 4 5
N 0.537 1.144 0.888
C -5.892 -3.319 -1.169
N 3.296 -2.316 2.802
C 0.369 -2.442 -1.586
C 1.690 5.828 -3.836
H 2.626 6.371 -3.653
H 1.393 4.172 1.224
H -6.811 -3.772 -0.774
H 5.246 -2.881 5.241
C 1.930 1.769 4.733
H -0.802 -1.722 -3.255
C -0.002 -1.510 -2.546
C 1.813 2.798 3.786
N -5.160 -1.310 0.345
C 1.660 0.433 4.391
C 0.998 1.122 2.205
H 0.100 0.613 -3.053
N 1.175 3.187 1.358
H 2.250 1.994 5.751
C 1.386 -2.119 -0.654
H 1.808 -0.349 5.133
O -2.474 1.460 -0.834
H -0.139 -3.403 -1.506
H 1.097 -0.945 2.783
C 5.411 -3.037 4.167
H 5.615 -4.101 3.990
H -6.084 -2.970 -2.192
C 1.688 0.034 -1.698
C 1.463 4.846 -2.788
N 1.274 4.050 -1.962
C 0.529 -0.205 -2.475
H 1.622 -2.791 0.170
H 2.046 3.841 3.994
H -5.103 -4.082 -1.193
C 1.352 2.441 2.524
H 1.757 5.325 -4.811
C 0.693 2.374 0.399
C -1.613 0.708 -0.704
C 1.214 0.085 3.114
C -0.962 -1.450 1.091
C 2.173 -0.971 -0.861
C 4.235 -2.624 3.416
H 3.056 -0.809 -0.245
H 0.512 2.730 -0.611
Pt -0.106 -0.520 -0.394
H 6.283 -2.451 3.852
H 2.163 1.012 -1.760
O -1.489 -1.996 1.957
C -5.488 -2.202 -0.327
H 0.862 6.548 -3.866
*
```

Calculated values
⟨S²⟩: 6.041
E_LUMO (alpha / beta): -0.4294 / -0.6635 hartree

8.
Molecular formula: C21H21N5O2Ru
Method: DFT, ωB97M-V/def2-TZVPD

Structure (ORCA input):
```
! wB97M-V def2-TZVPD RIJCOSX def2/J DEFGRID3
* xyz 4 5
H 2.042 4.308 -1.377
H 0.372 -1.960 4.051
C 1.200 2.477 -1.868
O -2.308 1.300 -2.494
H 1.979 -1.198 3.850
H -3.149 -3.117 -3.433
H 1.499 -1.914 -4.006
C 1.668 3.773 -2.259
C -1.654 0.152 2.971
C -2.213 0.393 4.231
H -0.731 3.068 -0.492
C 1.915 -1.733 -3.014
H -2.495 3.827 4.119
H 3.580 -1.136 0.439
N 0.960 1.372 -1.601
C -1.691 2.543 2.595
N 0.744 -1.240 0.985
H 1.382 -3.684 -2.237
C -1.009 2.648 0.471
C -2.532 1.695 4.653
C 3.074 -1.290 -0.515
H 1.741 -2.919 3.402
C 1.848 -2.722 -2.024
H -2.418 -0.447 4.896
C 2.425 -2.501 -0.781
C -1.265 -2.391 -2.897
C 3.148 -0.312 -1.499
Ru -0.481 -0.285 -0.687
H 3.716 0.599 -1.311
H 0.848 4.343 -2.715
N -0.994 1.362 0.809
O -2.708 -1.894 0.491
H -1.514 4.391 1.536
H -2.995 1.837 5.633
C -1.809 -1.273 0.079
C -2.101 -3.169 -3.764
C 0.933 -1.531 2.090
H -1.374 -0.838 2.609
C -1.418 1.247 2.137
H 2.668 0.202 -3.550
C -1.572 0.682 -1.827
H 2.418 -3.301 -0.040
C -2.265 2.801 3.832
C 2.566 -0.534 -2.753
H -2.020 -2.777 -4.786
N -0.598 -1.759 -2.178
H -1.758 -4.211 -3.738
C 1.275 -1.926 3.427
H 2.480 3.656 -2.989
N -1.410 3.387 1.530
*
```

Calculated values
⟨S²⟩: 6.054
E_LUMO (alpha / beta): -0.4600 / -0.5866 hartree

9.
Molecular formula: C21H21NO6
Method: DFT, ωB97M-V/def2-TZVPD

Structure (ORCA input):
```
! wB97M-V def2-TZVPD RIJCOSX def2/J DEFGRID3
* xyz 0 1
H -1.393 0.725 -0.045
O 6.430 -1.342 0.092
C 1.906 -0.536 -0.074
H -7.583 -2.740 0.043
C 7.711 2.117 0.023
H -5.180 3.294 0.016
H 8.646 2.654 0.038
C -1.593 -1.287 -0.045
H 2.835 1.148 -0.999
C 2.938 0.544 -0.082
C -8.465 1.266 0.094
H -4.259 -1.518 -0.007
C -3.660 1.788 -0.012
H -6.063 -2.576 -0.872
H 4.390 2.649 -0.108
H 2.954 -2.437 -0.082
C -0.123 -1.329 -0.059
O -7.260 1.994 0.048
C -5.793 -0.019 0.020
H 8.668 0.213 0.118
C -6.048 1.366 0.028
C 5.310 0.716 -0.013
H 8.247 -1.937 -0.718
C 7.612 -2.100 0.160
C 7.722 0.728 0.069
C 6.516 2.797 -0.040
H 0.417 -3.437 -0.064
H -9.250 2.023 0.116
N -2.082 -0.015 -0.037
C 0.719 -2.410 -0.066
H -6.036 -2.577 0.912
H 8.184 -1.877 1.067
O 0.607 -0.178 -0.064
C 6.536 0.016 0.052
C 5.315 2.098 -0.058
O -6.857 -0.883 0.034
H -2.843 2.495 -0.024
H 6.501 3.876 -0.076
H 2.781 1.209 0.783
C -4.963 2.238 0.010
C 2.033 -1.895 -0.076
H -8.593 0.636 -0.788
C -6.602 -2.268 0.028
C -3.409 0.422 -0.017
H 7.292 -3.140 0.184
O -2.261 -2.304 -0.040
C -4.479 -0.466 -0.001
O 4.195 -0.074 -0.024
H -8.532 0.648 0.992
*
```

Calculated values
ΔE to the lowest compared entry with this formula, charge and spin: 3.645 eV
SMILES: COc1ccc(NC(=O)c2ccc(COc3ccccc3OC)o2)cc1OC
E_LUMO: 0.0213 hartree

Here are the calculated total energy numbers, same order: -77202.22671, -67666.45266, -50428.81772, -50516.57489, -43566.25124, -38867.66521, -36860.04530, -36198.64064, -35891.06817 (eV).